{
  "formula": "C5H7N",
  "method": "ωB97M-V with the def2-TZVPD basis set",
  "homo_energy_ev": -9.1,
  "fmax_ev_per_a": 0.53,
  "total_energy_ev": -6784.9565,
  "mol_weight_g_mol": 81.118,
  "de_lowest_kcal_mol": 82.0,
  "smiles": "C#C[C@@H]1CN1C",
  "gap_ev": 10.23,
  "e_lumo_ha": 0.0406,
  "symbols": ["C", "C", "C", "C", "N", "C", "H", "H", "H", "H", "H", "H", "H"],
  "xyz": [[-0.86, -0.99, 2.51], [-0.77, -1.12, 1.32], [-0.51, -0.84, -0.08], [0.88, -0.76, -0.64], [0.20, 0.41, -0.17], [-0.26, 1.52, -0.97], [-0.88, -0.76, 3.55], [-1.29, -1.08, -0.81], [0.98, -0.93, -1.71], [1.72, -1.09, -0.03], [-1.20, 1.88, -0.51], [-0.44, 1.31, -2.03], [0.48, 2.33, -0.88]]
}